Computed, not measured: a structure of composition C32H62HfNO11, with ωB97M-V with the def2-TZVPD basis set.

Structure (XYZ):
```
107
Properties=species:S:1:pos:R:3:mulliken_charge:R:1
Hf -0.504 3.647 -3.499 1.334
C -2.007 0.048 -0.860 -1.462
C -0.822 1.038 -0.805 0.947
C 0.463 0.239 -0.575 0.331
O -0.794 1.846 -1.984 -0.293
H -1.954 -0.645 -1.700 0.341
H -2.934 0.593 -1.031 0.307
H -2.168 -0.566 0.027 0.242
H -1.129 1.685 0.016 0.138
H 0.768 -0.317 -1.462 -0.474
H 0.217 -0.537 0.149 0.454
H 1.365 0.805 -0.341 -0.659
C 2.705 -1.305 2.932 -0.356
N 2.440 -2.363 1.925 0.851
O 1.273 -2.706 1.797 -0.409
O 3.429 -2.778 1.336 -0.524
H 3.386 -1.793 3.630 0.387
H 1.814 -0.866 3.381 0.248
H 3.135 -0.418 2.467 -0.161
C 1.680 0.943 -4.085 -0.870
O 1.489 2.330 -3.691 -0.412
C 2.602 2.752 -2.738 0.009
C 2.562 4.153 -2.347 -0.787
O 1.209 4.293 -1.891 0.808
C 1.276 4.802 -0.538 -0.976
H 2.308 0.844 -4.970 0.405
H 0.821 0.294 -4.256 0.341
H 2.126 0.350 -3.287 0.350
H 3.525 2.589 -3.293 0.634
H 2.634 2.124 -1.848 -0.010
H 2.811 4.741 -3.231 0.257
H 3.373 4.380 -1.656 0.508
H 0.307 4.745 -0.043 0.079
H 1.635 5.825 -0.655 0.356
H 1.901 4.128 0.047 0.296
C -2.120 -4.311 6.220 -0.746
O -2.488 -3.037 5.792 -0.354
C -3.093 -3.091 4.466 -0.350
C -3.255 -1.658 4.019 -0.544
O -2.026 -1.024 3.765 -0.235
C -2.211 0.219 3.200 -0.802
H -2.163 -4.286 7.308 0.278
H -1.142 -4.581 5.820 0.253
H -2.793 -5.084 5.849 0.342
H -4.101 -3.492 4.566 0.498
H -2.570 -3.716 3.743 0.117
H -3.816 -1.099 4.768 0.392
H -3.794 -1.816 3.085 0.366
H -2.414 0.927 4.003 0.427
H -3.109 0.344 2.593 0.377
H -1.457 0.475 2.455 0.029
C 0.149 7.067 -3.006 -0.883
O -0.553 5.954 -2.511 -0.083
C -1.690 6.293 -1.821 -0.491
C -2.404 5.158 -1.183 -0.745
O -2.366 4.066 -2.108 -0.053
C -3.609 3.343 -2.091 -0.996
H 1.150 6.820 -3.357 0.302
H 0.252 7.793 -2.199 0.333
H -0.314 7.681 -3.778 0.344
H -2.442 6.889 -2.338 0.498
H -1.380 6.975 -1.030 0.471
H -3.394 5.382 -0.787 0.563
H -1.895 4.847 -0.270 0.200
H -3.833 3.064 -1.062 0.450
H -3.449 2.346 -2.501 0.297
H -4.444 3.889 -2.531 0.383
C -1.924 -4.669 -3.062 -0.700
O -2.702 -4.581 -1.866 -0.419
C -1.945 -4.127 -0.772 1.124
C -3.049 -3.917 0.326 -0.416
O -3.802 -5.029 0.671 -0.384
C -3.130 -5.935 1.517 -0.665
H -1.502 -3.755 -3.479 0.172
H -2.681 -4.947 -3.796 0.403
H -1.103 -5.383 -3.013 0.267
H -1.586 -3.111 -0.941 -0.833
H -1.207 -4.875 -0.482 0.321
H -3.849 -3.268 -0.033 0.262
H -2.583 -3.375 1.149 0.211
H -2.362 -6.528 1.020 0.300
H -3.882 -6.544 2.018 0.334
H -2.510 -5.535 2.320 0.214
C 1.066 -3.119 -1.505 -0.159
C 1.599 -4.369 -1.145 -0.113
C 2.089 -5.146 -2.136 -0.875
C 1.919 -4.866 -3.427 -0.287
C 1.291 -3.678 -3.864 -1.032
C 0.823 -2.825 -2.852 -0.159
H 0.556 -2.530 -0.757 0.077
H 1.607 -4.703 -0.119 0.552
H 2.547 -6.100 -1.921 0.394
H 2.357 -5.510 -4.176 0.416
H 1.116 -3.492 -4.913 0.444
H 0.279 -1.929 -3.109 0.832
C 5.328 2.351 3.817 -0.397
C 5.693 1.461 2.821 -0.521
C 4.955 1.367 1.659 -0.368
C 3.785 2.172 1.472 0.251
C 3.452 3.011 2.576 -0.104
C 4.152 3.083 3.736 -0.607
H 5.849 2.303 4.761 0.365
H 6.631 0.936 2.923 0.434
H 5.206 0.700 0.847 0.371
H 3.224 2.161 0.549 -0.201
H 2.471 3.458 2.647 0.253
H 3.651 3.604 4.538 0.381
```

E: -59467.324 eV
E_LUMO: -0.470 hartree
Total charge: +3
Orbital gap: 1.4 eV
HOMO energy: -0.5209 Ha